{"formula": "C2H2FO3P", "method": "ωB97M-V/def2-TZVPD", "symbols": ["C", "C", "F", "P", "O", "O", "O", "H", "H"], "xyz": [[1.20158, 0.41833, 0.75948], [0.39072, 0.41812, -0.30273], [0.76898, 1.38563, -1.26056], [-1.15404, -0.58410, -0.41981], [-2.02423, 0.49368, 0.20493], [-0.74606, -1.76171, 0.42477], [-1.43043, -1.03197, -1.87958], [0.87398, -0.37417, 1.52776], [2.11950, 1.03619, 0.94573]], "forces_ev_per_angstrom": [[-0.0662, -1.4692, 1.5294], [2.0673, 1.1479, -0.0536], [-0.4766, -0.3547, -0.0611], [-0.5657, -0.6644, -1.7438], [-0.7749, -0.2017, -0.1443], [-0.1094, -0.5294, 0.9911], [0.1729, 1.1101, 1.0724], [0.8137, 1.3610, -1.1567], [-1.0611, -0.3995, -0.4335]], "nbo_charge": [-0.64, 0.08, -0.43, 2.33, -1.23, -1.25, -1.25, 0.24, 0.15], "spin_multiplicity": 1, "charge": -2, "total_energy_ev": -20255.277, "smiles": "C=C(F)P(=O)([O-])[O-]"}